1.
{"formula": "C19H18ClN3O2S", "method": "wB97M-V/def2-TZVPD", "symbols": ["O", "C", "N", "C", "N", "C", "H", "H", "C", "H", "H", "S", "H", "C", "H", "H", "C", "N", "C", "O", "C", "C", "C", "C", "C", "C", "H", "H", "H", "H", "Cl", "H", "C", "C", "C", "C", "C", "C", "H", "H", "H", "H", "H", "H"], "positions_angstrom": [[3.186, 0.748, 2.884], [2.672, 0.064, 2.032], [3.473, -0.563, 1.101], [3.152, -1.470, 0.131], [2.060, -2.075, -0.007], [1.965, -2.910, -1.159], [1.226, -2.454, -1.825], [1.590, -3.889, -0.850], [3.340, -3.038, -1.861], [3.779, -4.027, -1.730], [3.283, -2.805, -2.922], [4.438, -1.830, -1.063], [4.456, -0.327, 1.174], [1.186, -0.148, 1.893], [0.697, 0.193, 2.806], [1.003, -1.214, 1.749], [0.613, 0.588, 0.670], [-0.715, 0.071, 0.388], [-1.045, -0.519, -0.781], [-0.270, -0.680, -1.700], [-2.488, -0.923, -0.845], [-2.861, -2.234, -1.128], [-4.198, -2.583, -1.238], [-5.173, -1.616, -1.075], [-4.818, -0.306, -0.795], [-3.482, 0.035, -0.677], [-3.199, 1.057, -0.472], [-5.579, 0.448, -0.669], [-6.214, -1.886, -1.168], [-4.465, -3.606, -1.451], [-1.652, -3.450, -1.305], [-1.414, 0.175, 1.106], [0.536, 2.097, 0.784], [0.929, 2.814, 1.905], [0.797, 4.194, 1.931], [0.268, 4.871, 0.848], [-0.123, 4.162, -0.277], [0.013, 2.788, -0.307], [-0.282, 2.235, -1.188], [-0.529, 4.681, -1.133], [0.165, 5.945, 0.874], [1.113, 4.740, 2.808], [1.362, 2.318, 2.758], [1.205, 0.331, -0.217]], "nbo_charge": [-0.581, 0.710, -0.645, 0.314, -0.491, -0.248, 0.241, 0.204, -0.538, 0.219, 0.231, 0.179, 0.421, -0.523, 0.227, 0.281, -0.099, -0.602, 0.683, -0.620, -0.184, 0.000, -0.227, -0.189, -0.232, -0.133, 0.215, 0.219, 0.220, 0.230, 0.024, 0.403, 0.039, -0.238, -0.205, -0.217, -0.197, -0.235, 0.218, 0.212, 0.213, 0.214, 0.232, 0.255], "de_lowest_kj_mol": 16.0, "lumo_ev": 0.68, "smiles": "O=C(C[C@@H](NC(=O)c1ccccc1Cl)c1ccccc1)NC1=NCCS1", "homo_energy_ev": -8.79}

2.
{"formula": "C25H46BMnNP2", "method": "wB97M-V/def2-TZVPD", "symbols": ["Mn", "C", "C", "C", "C", "C", "C", "H", "H", "H", "C", "H", "H", "H", "C", "H", "H", "H", "C", "H", "H", "H", "C", "H", "H", "H", "C", "C", "C", "C", "C", "C", "C", "C", "H", "H", "H", "H", "H", "H", "H", "H", "H", "H", "H", "H", "P", "P", "C", "C", "H", "H", "H", "H", "C", "H", "H", "H", "C", "H", "H", "H", "C", "H", "H", "H", "C", "H", "H", "H", "B", "C", "N", "H", "H", "H"], "positions_angstrom": [[0.065, -0.314, 1.641], [-0.667, -2.046, 2.626], [0.719, -2.207, 2.232], [0.619, -0.577, 3.884], [-0.711, -1.032, 3.643], [1.507, -1.307, 3.037], [-1.801, -2.919, 2.241], [-1.619, -3.412, 1.281], [-2.733, -2.344, 2.165], [-1.975, -3.712, 2.985], [-1.889, -0.680, 4.473], [-2.816, -1.019, 4.001], [-1.961, 0.402, 4.634], [-1.843, -1.154, 5.463], [1.014, 0.337, 4.984], [0.991, -0.175, 5.956], [0.338, 1.196, 5.059], [2.032, 0.717, 4.853], [2.985, -1.316, 3.160], [3.302, -1.967, 3.992], [3.387, -0.317, 3.375], [3.463, -1.701, 2.255], [1.256, -3.259, 1.348], [1.554, -4.152, 1.916], [2.144, -2.908, 0.809], [0.510, -3.574, 0.613], [-1.921, 0.631, -4.425], [-1.808, -0.705, -4.545], [-0.963, -1.393, -5.585], [0.416, -0.753, -5.870], [1.139, -0.234, -4.653], [1.062, 1.025, -4.177], [0.160, 2.105, -4.716], [-1.197, 1.631, -5.292], [-1.502, -1.471, -6.548], [0.314, 0.006, -6.658], [-0.802, -2.430, -5.256], [-1.060, 1.286, -6.328], [-2.672, 1.062, -3.761], [-2.484, -1.360, -3.996], [-1.842, 2.523, -5.361], [-0.049, 2.812, -3.898], [1.770, 1.351, -3.413], [0.677, 2.694, -5.496], [1.048, -1.544, -6.301], [1.850, -0.937, -4.214], [-1.022, -0.158, -0.266], [1.622, 1.096, 0.758], [-0.271, 1.167, -1.307], [0.785, 2.023, -0.594], [-1.099, 1.789, -1.680], [0.161, 0.648, -2.174], [1.554, 2.354, -1.305], [0.321, 2.917, -0.150], [2.307, 2.284, 1.943], [2.901, 1.755, 2.699], [1.498, 2.823, 2.454], [2.950, 2.991, 1.406], [3.026, 0.220, -0.016], [3.495, 0.881, -0.761], [2.675, -0.704, -0.504], [3.760, -0.049, 0.761], [-2.739, 0.329, 0.027], [-3.235, -0.455, 0.613], [-3.227, 0.455, -0.944], [-2.749, 1.262, 0.606], [-1.036, -1.692, -1.233], [-0.045, -2.169, -1.210], [-1.317, -1.473, -2.273], [-1.766, -2.380, -0.779], [-1.568, 3.206, 3.994], [-1.151, 2.217, 2.917], [-0.812, 1.446, 2.092], [-1.228, 2.774, 5.090], [-2.778, 3.319, 3.933], [-1.021, 4.264, 3.769]], "lowdin_spin": [3.334, -0.022, -0.082, -0.070, -0.095, -0.058, 0.006, 0.000, 0.000, 0.000, -0.014, 0.000, -0.003, -0.007, -0.009, -0.005, -0.001, 0.000, -0.006, -0.004, -0.001, 0.000, -0.005, -0.005, -0.002, -0.001, 0.000, 0.000, 0.000, 0.000, 0.000, 0.000, 0.000, 0.000, 0.000, 0.000, 0.000, 0.000, 0.000, 0.000, 0.000, 0.000, 0.000, 0.000, 0.000, 0.000, -0.007, -0.025, 0.004, 0.000, 0.000, 0.000, -0.001, 0.000, -0.004, 0.000, 0.000, -0.002, 0.004, 0.000, 0.001, 0.000, 0.004, 0.000, -0.001, 0.000, 0.006, 0.000, 0.000, 0.000, 0.010, 0.038, 0.012, 0.001, 0.006, 0.005], "multiplicity": 4, "de_lowest_kj_mol": 0.0, "lumo_ev": [-8.28, -7.88], "total_charge": 2, "homo_energy_ev": [-13.83, -13.83]}

3.
{"formula": "C21H52B3FN4O10", "method": "wB97M-V/def2-TZVPD", "symbols": ["N", "C", "B", "O", "B", "O", "B", "C", "C", "O", "F", "O", "H", "H", "H", "H", "H", "H", "H", "C", "O", "C", "C", "N", "C", "C", "O", "C", "H", "H", "H", "H", "H", "H", "H", "H", "H", "H", "H", "H", "H", "H", "H", "C", "O", "C", "C", "N", "C", "C", "O", "C", "H", "H", "H", "H", "H", "H", "H", "H", "H", "H", "H", "H", "H", "H", "H", "C", "O", "C", "C", "N", "C", "C", "O", "C", "H", "H", "H", "H", "H", "H", "H", "H", "H", "H", "H", "H", "H", "H", "H"], "positions_angstrom": [[0.033, 0.973, 0.131], [-1.242, 1.409, -0.460], [-1.428, 2.932, -0.763], [-0.482, 3.914, -0.496], [-0.995, 5.130, -0.096], [-2.328, 5.201, 0.278], [-3.196, 4.304, -0.317], [-4.708, 4.201, 0.107], [-5.409, 3.178, -0.725], [-5.633, 2.055, -0.440], [-5.741, 3.658, -1.944], [-2.658, 3.416, -1.223], [0.798, 1.188, -0.499], [0.215, 1.499, 0.978], [-1.446, 0.810, -1.354], [-2.037, 1.146, 0.253], [-0.306, 6.095, -0.097], [-5.227, 5.160, 0.107], [-4.701, 3.818, 1.132], [-4.230, -0.547, 1.669], [-3.173, -0.011, 2.440], [-3.329, -0.130, 3.846], [-2.330, -1.113, 4.415], [-2.617, -2.470, 3.980], [-1.568, -3.441, 4.264], [-0.183, -3.207, 3.670], [-0.108, -3.354, 2.265], [-0.514, -2.226, 1.509], [-4.082, -0.205, 0.646], [-4.252, -1.643, 1.672], [-5.199, -0.176, 2.015], [-4.354, -0.420, 4.096], [-3.135, 0.851, 4.288], [-2.371, -1.069, 5.508], [-1.332, -0.771, 4.109], [-2.796, -2.464, 2.984], [-1.920, -4.413, 3.908], [-1.459, -3.523, 5.351], [0.471, -3.980, 4.082], [0.243, -2.241, 3.972], [-0.258, -1.288, 2.009], [-1.588, -2.232, 1.299], [0.012, -2.266, 0.555], [7.465, -3.657, 5.141], [7.456, -3.415, 3.752], [6.993, -4.496, 2.954], [5.633, -4.212, 2.355], [4.595, -4.195, 3.372], [3.294, -3.711, 2.923], [3.189, -2.290, 2.383], [3.362, -1.276, 3.358], [4.699, -0.948, 3.670], [8.042, -2.858, 5.603], [6.459, -3.655, 5.576], [7.941, -4.614, 5.376], [6.971, -5.421, 3.538], [7.710, -4.626, 2.139], [5.403, -4.999, 1.629], [5.710, -3.265, 1.801], [4.907, -3.632, 4.152], [2.614, -3.784, 3.773], [2.916, -4.395, 2.157], [2.171, -2.169, 2.010], [3.862, -2.116, 1.534], [5.350, -1.035, 2.794], [5.107, -1.572, 4.472], [4.710, 0.086, 4.013], [-2.841, 0.966, -8.113], [-1.981, 2.068, -8.308], [-2.480, 3.313, -7.842], [-1.742, 3.787, -6.609], [-2.042, 2.950, -5.458], [-1.212, 3.188, -4.286], [0.296, 2.989, -4.394], [0.700, 1.643, -4.545], [0.641, 1.130, -5.861], [-2.448, 0.143, -8.706], [-2.889, 0.648, -7.065], [-3.857, 1.189, -8.453], [-3.555, 3.247, -7.646], [-2.325, 4.045, -8.640], [-2.053, 4.814, -6.390], [-0.672, 3.812, -6.857], [-1.966, 1.978, -5.726], [-1.570, 2.518, -3.500], [-1.395, 4.211, -3.938], [0.731, 3.320, -3.447], [0.743, 3.612, -5.179], [0.878, 1.899, -6.603], [-0.338, 0.703, -6.099], [1.381, 0.334, -5.932]], "lowdin_charge": [0.014, -0.121, -0.530, 0.262, -0.293, 0.267, -0.527, 0.061, -0.481, 0.172, 0.109, 0.282, 0.072, 0.073, 0.122, 0.109, 0.116, 0.132, 0.141, -0.108, -0.208, -0.215, -0.219, -0.049, -0.196, -0.235, -0.192, -0.110, 0.077, 0.082, 0.090, 0.123, 0.120, 0.124, 0.105, 0.070, 0.121, 0.118, 0.109, 0.115, 0.077, 0.074, 0.086, -0.119, -0.192, -0.218, -0.220, -0.048, -0.193, -0.211, -0.179, -0.103, 0.088, 0.077, 0.087, 0.121, 0.121, 0.124, 0.106, 0.069, 0.103, 0.126, 0.100, 0.115, 0.089, 0.072, 0.087, -0.116, -0.192, -0.217, -0.217, -0.041, -0.193, -0.215, -0.176, -0.098, 0.089, 0.077, 0.088, 0.122, 0.122, 0.125, 0.106, 0.072, 0.109, 0.126, 0.121, 0.114, 0.089, 0.073, 0.088], "lumo_ev": 0.35, "smiles": "NCB1OBOB(CC(=O)F)O1.COCCNCCOC.COCCNCCOC.COCCNCCOC", "homo_energy_ev": -8.48}